(1)
{"formula": "C47H39N11OPS5Y", "method": "ωB97M-V with the def2-TZVPD basis set", "elements": ["Y", "C", "C", "N", "C", "C", "S", "C", "C", "S", "C", "N", "C", "H", "H", "H", "H", "H", "H", "H", "H", "N", "C", "C", "C", "N", "C", "N", "N", "C", "C", "C", "C", "C", "N", "C", "H", "H", "H", "H", "S", "C", "N", "C", "C", "N", "H", "H", "H", "H", "H", "H", "N", "C", "O", "C", "C", "C", "C", "N", "C", "H", "H", "H", "H", "H", "H", "S", "P", "S", "C", "C", "C", "C", "C", "C", "C", "C", "C", "C", "C", "C", "H", "H", "H", "H", "H", "H", "H", "H", "H", "H", "C", "C", "C", "C", "C", "C", "C", "C", "H", "H", "H", "H", "H"], "positions_angstrom": [[-0.271, 0.594, 0.219], [-0.205, 4.637, 0.625], [-0.223, 3.806, 1.862], [-0.133, 2.503, 1.936], [-0.036, 2.071, 3.251], [-0.092, 3.066, 4.171], [-0.269, 4.577, 3.396], [0.158, 0.646, 3.528], [0.206, 0.076, 4.756], [0.353, -1.611, 4.603], [0.346, -1.476, 2.900], [0.266, -0.240, 2.475], [0.296, -2.713, 2.070], [-0.147, 4.006, -0.254], [0.656, 5.307, 0.649], [-1.107, 5.248, 0.551], [-0.056, 2.981, 5.244], [0.154, 0.560, 5.716], [0.473, -3.589, 2.692], [1.014, -2.686, 1.254], [-0.699, -2.798, 1.622], [-1.861, 2.310, -0.515], [-2.634, 3.100, -0.864], [-3.535, 4.076, -1.265], [-4.237, 3.914, -2.477], [-4.821, 3.769, -3.463], [-3.660, 5.219, -0.441], [-3.689, 6.137, 0.258], [2.262, 5.852, -3.504], [1.643, 4.885, -3.487], [0.872, 3.669, -3.470], [0.067, 3.302, -4.541], [-0.629, 2.114, -4.446], [-0.510, 1.350, -3.296], [0.247, 1.706, -2.252], [0.929, 2.844, -2.354], [-0.009, 3.937, -5.413], [-1.276, 1.780, -5.244], [-1.065, 0.428, -3.196], [1.541, 3.132, -1.510], [3.683, -0.166, 3.716], [4.220, -1.052, 2.398], [5.452, -1.594, 2.285], [5.643, -2.349, 1.057], [4.318, -2.089, 0.303], [3.545, -1.345, 1.282], [6.110, -1.537, 3.041], [5.792, -3.411, 1.262], [6.507, -1.983, 0.500], [3.807, -3.008, 0.019], [4.465, -1.499, -0.605], [2.609, -1.032, 1.065], [4.047, 3.348, 3.594], [4.850, 3.012, 2.556], [6.046, 3.222, 2.567], [4.203, 2.384, 1.352], [5.007, 2.093, 0.262], [4.443, 1.454, -0.831], [3.100, 1.139, -0.797], [2.299, 1.445, 0.233], [2.859, 2.040, 1.287], [4.493, 3.717, 4.415], [3.070, 3.130, 3.636], [6.055, 2.356, 0.305], [5.032, 1.194, -1.699], [2.627, 0.607, -1.614], [2.202, 2.222, 2.123], [-2.718, 0.134, 1.724], [-3.332, -0.982, 0.185], [-1.982, -0.971, -1.301], [-4.961, -0.470, -0.417], [-6.121, -1.021, 0.120], [-7.360, -0.565, -0.306], [-7.441, 0.439, -1.259], [-6.286, 0.990, -1.799], [-5.048, 0.532, -1.380], [-3.559, -2.701, 0.733], [-3.720, -3.001, 2.081], [-3.896, -4.319, 2.482], [-3.909, -5.335, 1.539], [-3.747, -5.038, 0.192], [-3.572, -3.725, -0.212], [-6.058, -1.805, 0.864], [-8.263, -0.995, 0.108], [-8.410, 0.793, -1.587], [-6.339, 1.775, -2.542], [-4.141, 0.940, -1.807], [-3.693, -2.201, 2.810], [-4.021, -4.551, 3.532], [-4.042, -6.362, 1.855], [-3.754, -5.831, -0.544], [-3.429, -3.488, -1.260], [1.134, -1.240, -0.710], [1.365, -2.172, -1.465], [1.604, -3.266, -2.363], [0.873, -4.450, -2.236], [1.099, -5.510, -3.098], [2.054, -5.407, -4.100], [2.784, -4.234, -4.236], [2.562, -3.171, -3.375], [0.122, -4.520, -1.459], [0.525, -6.422, -2.991], [2.227, -6.236, -4.773], [3.527, -4.146, -5.018], [3.126, -2.254, -3.481]], "relative_energy_kcal_mol": 1.8, "fmax_ev_per_a": 0.587}

(2)
{"formula": "C5H5Cl15", "method": "ωB97M-V with the def2-TZVPD basis set", "elements": ["C", "Cl", "Cl", "Cl", "H", "C", "Cl", "Cl", "Cl", "H", "C", "Cl", "Cl", "Cl", "H", "C", "Cl", "Cl", "Cl", "H", "C", "Cl", "Cl", "Cl", "H"], "positions_angstrom": [[-11.982, 5.474, -5.847], [-12.167, 6.192, -4.148], [-11.304, 3.788, -5.720], [-10.879, 6.475, -6.946], [-12.990, 5.463, -6.259], [-16.797, 2.276, -0.035], [-18.474, 1.828, 0.384], [-15.869, 2.329, 1.530], [-16.752, 3.993, -0.666], [-16.346, 1.656, -0.811], [-15.613, -1.494, -2.743], [-16.839, -1.178, -1.404], [-15.455, -3.240, -3.185], [-14.127, -0.724, -2.208], [-15.976, -0.894, -3.578], [-20.721, 5.774, -3.372], [-21.570, 6.012, -1.832], [-18.943, 5.799, -3.257], [-21.277, 6.885, -4.674], [-20.989, 4.750, -3.634], [-16.523, 3.323, -4.396], [-14.943, 3.826, -4.885], [-16.518, 1.946, -3.333], [-17.423, 3.226, -5.895], [-16.839, 4.133, -3.739]], "relative_energy_kcal_mol": 23.4, "fmax_ev_per_a": 2.138}

(3)
{"formula": "C7H10", "method": "ωB97M-V with the def2-TZVPD basis set", "elements": ["C", "C", "C", "C", "C", "C", "C", "H", "H", "H", "H", "H", "H", "H", "H", "H", "H"], "positions_angstrom": [[2.150, -0.030, 0.277], [0.672, -0.010, -0.058], [-0.334, -0.876, 0.729], [-1.598, -0.411, -0.049], [-1.429, -1.055, -1.403], [-1.380, 1.099, -0.006], [-0.066, 1.327, -0.044], [2.696, 0.546, -0.481], [2.374, 0.394, 1.260], [2.526, -1.058, 0.243], [-0.395, -0.557, 1.779], [-0.156, -1.953, 0.678], [-2.540, -0.799, 0.365], [-1.278, -0.233, -2.138], [0.607, -0.421, -1.087], [-2.179, 1.835, -0.012], [0.434, 2.292, -0.083]], "relative_energy_kcal_mol": 112.6, "fmax_ev_per_a": 0.443}

(4)
{"formula": "C2H3NO3", "method": "ωB97M-V with the def2-TZVPD basis set", "elements": ["C", "C", "N", "O", "O", "O", "H", "H", "H"], "positions_angstrom": [[0.776, -0.607, -0.015], [-0.608, -0.370, -0.020], [0.126, -1.302, 0.852], [-0.847, 0.937, 0.502], [-1.450, -0.906, -0.905], [1.935, -0.157, -0.261], [-1.635, 1.244, 0.067], [-1.942, -1.600, -0.506], [2.582, -0.571, 0.287]], "smiles": "OC1=NC1(O)O", "relative_energy_kcal_mol": 77.6, "fmax_ev_per_a": 3.236}

(5)
{"formula": "C21H30Cl2MnN5O", "method": "ωB97M-V with the def2-TZVPD basis set", "elements": ["Mn", "C", "N", "C", "C", "C", "N", "C", "C", "H", "H", "H", "H", "H", "H", "H", "H", "H", "H", "H", "H", "H", "H", "H", "H", "Cl", "C", "C", "C", "Cl", "C", "C", "C", "C", "N", "C", "C", "O", "H", "H", "H", "H", "C", "C", "C", "N", "H", "H", "H", "H", "H", "C", "C", "C", "N", "H", "H", "H", "H", "H"], "positions_angstrom": [[0.082, -0.032, -0.306], [2.719, -0.327, -2.145], [1.730, 0.721, -1.866], [2.430, 1.908, -1.365], [0.973, 1.022, -3.090], [-0.268, 1.843, -2.798], [-1.151, 1.153, -1.849], [-1.987, 0.151, -2.532], [-2.047, 2.113, -1.185], [3.440, 0.005, -2.901], [2.221, -1.226, -2.499], [3.261, -0.567, -1.231], [3.167, 2.271, -2.090], [2.945, 1.657, -0.439], [1.728, 2.714, -1.154], [0.693, 0.069, -3.543], [1.601, 1.548, -3.821], [-0.796, 2.071, -3.731], [0.009, 2.801, -2.358], [-2.715, 0.639, -3.190], [-2.513, -0.441, -1.783], [-1.367, -0.514, -3.132], [-2.671, 2.631, -1.923], [-1.468, 2.847, -0.630], [-2.691, 1.580, -0.488], [-3.714, -2.500, 1.808], [-3.034, -1.010, 2.380], [-3.531, -0.452, 3.574], [-3.027, 0.714, 4.063], [-3.657, 1.376, 5.541], [-1.991, 1.389, 3.370], [-1.402, 2.601, 3.789], [-0.407, 3.169, 3.044], [0.010, 2.524, 1.868], [-0.519, 1.400, 1.444], [-1.510, 0.815, 2.174], [-2.026, -0.420, 1.647], [-1.542, -0.909, 0.540], [-4.324, -0.963, 4.103], [-1.749, 3.071, 4.699], [0.057, 4.099, 3.341], [0.802, 2.953, 1.261], [4.827, -0.888, 2.764], [3.333, -0.880, 3.100], [2.507, -0.523, 1.941], [1.861, -0.245, 1.037], [5.388, -1.168, 3.653], [5.163, 0.097, 2.443], [5.048, -1.607, 1.978], [3.102, -0.164, 3.890], [2.994, -1.856, 3.446], [-1.090, -4.841, -3.083], [-1.474, -4.046, -1.832], [-0.573, -2.920, -1.574], [0.101, -2.024, -1.334], [-1.760, -5.693, -3.185], [-0.070, -5.213, -3.017], [-1.178, -4.227, -3.978], [-1.464, -4.669, -0.937], [-2.477, -3.625, -1.911]], "charge": 1, "relative_energy_kcal_mol": 0.0, "spin_multiplicity": 6, "fmax_ev_per_a": 0.415}

(6)
{"formula": "C11H32AlN4O5", "method": "ωB97M-V with the def2-TZVPD basis set", "elements": ["O", "H", "Al", "N", "N", "O", "O", "C", "C", "C", "C", "H", "H", "H", "H", "H", "H", "H", "H", "O", "H", "H", "C", "H", "H", "H", "O", "H", "H", "C", "N", "C", "C", "C", "N", "C", "C", "H", "H", "H", "H", "H", "H", "H", "H", "H", "H", "H", "H", "H", "H", "H", "H"], "positions_angstrom": [[1.473, -2.274, 1.356], [1.985, -2.555, 2.146], [-0.129, -0.057, -0.622], [0.789, 1.614, -0.469], [1.731, -0.559, -0.913], [0.215, 2.745, -1.160], [2.190, -1.864, -1.097], [2.133, 1.630, -0.373], [2.685, 0.373, -0.652], [2.868, 2.887, -0.118], [4.131, 0.073, -0.696], [2.681, 3.261, 0.903], [2.605, 3.676, -0.839], [3.946, 2.711, -0.210], [4.313, -0.911, -1.142], [4.561, 0.090, 0.318], [4.655, 0.836, -1.286], [0.465, 3.522, -0.613], [2.083, -2.237, -0.162], [-0.474, 0.579, -2.522], [-0.187, 1.523, -2.578], [-0.024, 0.085, -3.235], [0.758, -0.966, 1.670], [-0.021, -0.813, 0.859], [1.511, -0.175, 1.771], [0.255, -1.110, 2.630], [0.144, 0.867, 4.284], [0.922, 1.354, 4.611], [-0.339, 0.586, 5.083], [-2.597, 1.772, -0.732], [-1.944, 0.742, 0.129], [-1.632, 1.394, 1.449], [-2.921, -0.397, 0.331], [-2.208, -1.736, 0.343], [-1.267, -1.798, -0.835], [-0.557, -3.100, -0.807], [-2.089, -1.788, -2.082], [-1.887, 2.579, -0.943], [-2.952, 1.321, -1.667], [-3.464, 2.175, -0.186], [-2.207, 2.328, 1.536], [-1.876, 0.727, 2.284], [-0.564, 1.645, 1.494], [-3.458, -0.241, 1.280], [-3.662, -0.366, -0.480], [-1.636, -1.888, 1.272], [-2.936, -2.559, 0.250], [-1.308, -3.903, -0.750], [0.023, -3.213, -1.730], [0.106, -3.159, 0.064], [-2.864, -2.564, -1.981], [-2.577, -0.820, -2.250], [-1.449, -2.042, -2.937]], "charge": 1, "e_tot_ha": -1275.66880, "fmax_ev_per_a": 4.637}

(7)
{"formula": "C19H25N2OPSTi", "method": "ωB97M-V with the def2-TZVPD basis set", "elements": ["Ti", "O", "N", "C", "C", "C", "C", "C", "S", "H", "H", "H", "H", "C", "C", "C", "C", "C", "C", "C", "C", "N", "H", "H", "H", "H", "H", "H", "C", "C", "P", "C", "C", "C", "C", "H", "H", "H", "H", "H", "H", "H", "H", "H", "H", "H", "H", "H", "H", "H"], "positions_angstrom": [[0.885, -0.574, 0.214], [0.651, 1.065, 0.971], [0.653, 2.121, 0.139], [0.224, 3.305, 0.641], [0.188, 4.424, -0.134], [0.636, 4.347, -1.460], [1.100, 3.149, -1.942], [1.110, 1.998, -1.143], [1.681, 0.480, -1.721], [-0.065, 3.275, 1.681], [-0.173, 5.351, 0.284], [0.626, 5.223, -2.092], [1.478, 3.052, -2.950], [1.302, -2.575, 0.654], [2.492, -1.806, 0.978], [2.416, -0.925, 2.086], [3.414, 0.009, 2.332], [4.481, 0.132, 1.450], [4.556, -0.700, 0.326], [3.573, -1.633, 0.084], [5.495, 1.112, 1.686], [6.306, 1.904, 1.874], [0.805, -3.013, 1.517], [1.418, -3.283, -0.164], [1.623, -1.069, 2.816], [3.372, 0.642, 3.208], [5.391, -0.591, -0.353], [3.645, -2.281, -0.781], [-2.087, -3.427, 0.423], [-2.334, -2.442, -0.727], [-1.468, -0.848, -0.471], [-1.964, 0.225, -1.898], [-3.227, -0.173, -2.662], [-2.344, -0.110, 0.986], [-3.856, -0.310, 1.062], [-2.923, -4.120, 0.512], [-1.982, -2.918, 1.383], [-1.186, -4.013, 0.252], [-3.395, -2.215, -0.826], [-2.001, -2.865, -1.675], [-1.115, 0.242, -2.582], [-2.069, 1.236, -1.493], [-3.094, -1.126, -3.172], [-3.442, 0.581, -3.419], [-4.101, -0.245, -2.015], [-2.105, 0.956, 0.961], [-1.862, -0.513, 1.881], [-4.351, 0.030, 0.152], [-4.261, 0.268, 1.893], [-4.115, -1.354, 1.232]], "charge": 1, "relative_energy_kcal_mol": 21.0, "spin_multiplicity": 2, "fmax_ev_per_a": 2.776}

(8)
{"formula": "C27H26AsGaN4O3S6", "method": "ωB97M-V with the def2-TZVPD basis set", "elements": ["Ga", "O", "S", "O", "N", "C", "C", "C", "C", "C", "C", "C", "C", "N", "C", "C", "C", "C", "C", "C", "C", "H", "H", "H", "H", "H", "H", "H", "H", "H", "H", "H", "C", "C", "N", "C", "C", "C", "S", "N", "C", "O", "C", "C", "C", "C", "C", "C", "H", "H", "H", "H", "H", "H", "H", "H", "H", "H", "H", "H", "H", "H", "H", "S", "As", "S", "S", "S"], "positions_angstrom": [[-0.891, -0.312, -1.202], [-0.004, 2.722, 1.967], [-0.620, 2.427, 0.690], [0.085, 2.856, -0.481], [-0.935, 0.849, 0.552], [-1.428, 0.173, 1.670], [-1.878, 0.702, 2.863], [-2.282, -0.137, 3.922], [-2.253, -1.499, 3.830], [-1.839, -2.087, 2.613], [-1.772, -3.480, 2.380], [-1.368, -3.956, 1.168], [-1.050, -3.040, 0.148], [-1.116, -1.752, 0.345], [-1.466, -1.251, 1.548], [-2.213, 3.225, 0.713], [-2.460, 4.206, 1.664], [-3.688, 4.853, 1.668], [-4.653, 4.515, 0.728], [-4.395, 3.533, -0.220], [-3.173, 2.882, -0.231], [-1.886, 1.769, 3.015], [-2.612, 0.329, 4.844], [-2.544, -2.131, 4.661], [-2.038, -4.160, 3.182], [-1.284, -5.016, 0.973], [-0.749, -3.361, -0.841], [-1.694, 4.444, 2.390], [-3.891, 5.619, 2.408], [-5.612, 5.022, 0.732], [-5.126, 3.262, -0.972], [-2.976, 2.139, -0.994], [1.646, -0.464, 3.219], [3.032, -0.907, 2.764], [3.191, -0.858, 1.317], [3.796, 0.336, 0.724], [2.791, 1.374, 0.257], [2.753, -1.857, 0.528], [2.110, -3.297, 1.153], [2.950, -1.676, -0.808], [1.980, -1.500, -1.647], [0.751, -1.338, -1.311], [2.314, -1.518, -3.107], [1.306, -1.367, -4.052], [1.608, -1.382, -5.407], [2.920, -1.555, -5.822], [3.932, -1.716, -4.880], [3.630, -1.698, -3.529], [1.557, -0.545, 4.305], [0.895, -1.116, 2.772], [1.422, 0.562, 2.925], [3.215, -1.932, 3.086], [3.804, -0.265, 3.195], [4.419, 0.013, -0.110], [4.451, 0.766, 1.486], [2.128, 0.973, -0.506], [3.311, 2.232, -0.177], [2.171, 1.737, 1.075], [0.279, -1.230, -3.746], [0.800, -1.246, -6.115], [3.159, -1.564, -6.880], [4.958, -1.854, -5.202], [4.402, -1.821, -2.780], [-4.131, 1.591, -3.723], [-2.454, 0.308, -3.848], [-0.709, 1.286, -2.846], [-2.627, -1.332, -2.315], [-1.945, -0.487, -5.733]], "charge": -2, "relative_energy_kcal_mol": 0.0, "fmax_ev_per_a": 0.399}

(9)
{"formula": "C3H5NO2", "method": "ωB97M-V with the def2-TZVPD basis set", "elements": ["C", "C", "C", "H", "H", "H", "H", "H", "N", "O", "O"], "positions_angstrom": [[0.771, -0.504, 0.960], [-1.378, 0.498, 0.208], [0.392, 0.104, -1.417], [-0.397, -0.629, 2.282], [2.124, 0.685, 1.028], [1.204, -1.984, 0.293], [-1.694, 0.399, 1.254], [-0.403, 0.448, -2.143], [-0.100, -0.021, -0.103], [-2.081, 1.092, -0.568], [1.563, -0.089, -1.793]], "relative_energy_kcal_mol": 206.4, "fmax_ev_per_a": 4.644}

(10)
{"formula": "C4H4HgO2", "method": "ωB97M-V with the def2-TZVPD basis set", "elements": ["O", "C", "C", "H", "H", "C", "C", "O", "Hg", "H", "H"], "positions_angstrom": [[0.031, 2.891, 0.017], [-0.436, 2.172, -0.838], [-0.482, 0.687, -0.706], [-0.879, 2.593, -1.763], [-1.113, 0.143, -1.415], [0.160, 0.040, 0.287], [0.187, -1.423, 0.331], [0.862, -2.051, 1.127], [1.582, -3.724, 2.135], [0.746, 0.584, 1.032], [-0.658, -1.912, -0.206]], "charge": 1, "relative_energy_kcal_mol": 0.0, "spin_multiplicity": 2, "fmax_ev_per_a": 2.869}